Below is a single C2H3N3S2 molecule at a distorted geometry, with properties calculated with ωB97M-V/def2-TZVPD.

Charge: 0
Energy relative to the best compared isomer or geometry (same formula, charge and spin): 56.4 kcal per mole
SMILES string: S=c1ncn(S)[nH]1
HOMO-LUMO gap: 8.06 eV
2S+1: 1

CARTESIAN COORDINATES (ANGSTROEM)
S1 0.6544 -1.6001 -2.6714
C1 -0.2644 -0.8001 -1.3781
N1 -0.9938 -1.3481 -0.3095
C2 -0.7655 -0.5967 0.7058
N2 0.0174 0.4207 0.5550
S2 0.2179 1.6702 1.6244
N3 0.1353 0.5380 -0.9417
H1 -1.3944 -0.6774 1.6609
H2 1.5055 1.3161 2.2376
H3 0.8875 1.0774 -1.4829